[1]
20
Properties=species:S:1:pos:R:3:lowdin_charge:R:1 method="wB97M-V/def2-TZVPD" spin_multiplicity=1 e_homo_ev="-13.57 / -13.57" relative_energy_ev=5.520 energy_ha=-365.346490 charge=+1
C 0.595 1.415 1.996 0.216
C 0.565 0.244 1.259 -0.141
C 0.928 0.078 -0.070 -0.201
C 1.300 -1.155 -0.878 0.024
C 1.261 1.339 -0.740 -0.027
C -2.569 -1.332 -0.454 -0.051
N -1.604 -0.530 0.282 -0.118
O -1.984 0.613 0.402 0.037
H 1.406 2.098 1.700 0.109
H 0.206 1.520 2.912 0.055
H 0.064 -0.730 1.681 0.160
H 0.499 -1.905 -0.771 0.099
H 2.260 -1.557 -0.657 0.107
H 1.421 -0.808 -1.885 0.083
H 0.547 2.113 -0.452 0.104
H 1.245 1.399 -1.822 0.108
H 2.154 1.773 -0.340 0.119
H -3.491 -0.752 -0.759 0.113
H -2.852 -2.290 -0.016 0.093
H -1.950 -1.532 -1.388 0.111

=====

[2]
20
Properties=species:S:1:pos:R:3:lowdin_charge:R:1 method="wB97M-V/def2-TZVPD" spin_multiplicity=1 e_homo_ev=-12.16 relative_energy_ev=4.290 energy_ha=-365.391725 charge=+1
O -2.177 -0.585 0.178 0.177
C -1.234 -0.691 -0.550 -0.178
C -0.092 0.253 -0.470 0.160
C 1.078 0.052 -1.191 -0.118
C 2.249 -0.796 -0.406 -0.084
C 3.975 0.026 1.135 0.066
C 2.705 -0.120 0.830 -0.186
N -6.075 0.867 0.734 0.008
H -1.206 -1.477 -1.321 0.152
H -0.290 1.195 0.042 0.167
H 0.850 -0.579 -2.060 0.148
H 1.501 0.978 -1.595 0.159
H 2.997 -0.899 -1.187 0.131
H 1.759 -1.753 -0.229 0.125
H 4.405 0.631 1.922 0.082
H 4.753 -0.437 0.535 0.083
H 1.951 0.291 1.496 0.112
H -6.013 1.804 1.120 0.005
H -5.753 0.912 -0.226 -0.003
H -5.382 0.326 1.242 -0.006

=====

[3]
20
Properties=species:S:1:pos:R:3:lowdin_charge:R:1 method="wB97M-V/def2-TZVPD" spin_multiplicity=1 smiles="CC1(C)CC(=O)C[NH2+]1" e_homo_ev=-14.25 relative_energy_ev=1.164 energy_ha=-365.506581 charge=+1
C -0.392 -0.991 -1.302 -0.034
C -0.233 0.114 -0.230 -0.404
C -1.554 0.881 -0.102 -0.050
C 1.217 1.223 -0.405 0.066
C 2.308 0.485 0.416 -0.344
O 3.450 0.878 0.554 0.139
C 1.652 -0.600 1.302 -0.049
N 0.210 -0.406 1.186 0.070
H 0.561 -1.368 -1.728 0.092
H -1.121 -0.526 -2.099 0.132
H -1.004 -1.856 -0.871 0.107
H -2.506 0.223 0.089 0.147
H -1.609 1.387 -1.020 0.074
H -1.478 1.644 0.662 0.080
H 0.778 2.192 0.037 0.146
H 1.599 1.324 -1.426 0.120
H 1.923 -1.580 0.931 0.145
H 2.048 -0.558 2.321 0.154
H -0.414 -1.216 1.415 0.204
H -0.062 0.491 1.717 0.205

=====

[4]
20
Properties=species:S:1:pos:R:3:lowdin_charge:R:1 method="wB97M-V/def2-TZVPD" spin_multiplicity=1 e_homo_ev=-12.92 relative_energy_ev=6.920 energy_ha=-365.295058 charge=+1
O 1.366 0.887 1.945 -0.069
C 1.805 1.414 0.790 -0.349
C 0.618 0.859 0.157 -0.230
C 0.597 -0.213 -0.984 -0.001
C -0.705 -1.132 -0.969 -0.086
C -0.676 -2.356 -0.087 0.011
C -2.053 -0.715 -1.257 -0.025
N -0.613 1.439 0.336 0.190
H 1.772 2.537 0.641 0.143
H 2.849 1.131 0.386 0.149
H 0.586 0.358 -1.933 0.156
H 1.516 -0.732 -1.062 0.120
H -1.238 -3.043 -0.619 0.077
H 0.470 -2.655 0.083 0.166
H -2.855 -1.524 -1.558 0.174
H -2.512 -0.463 -0.172 0.203
H -2.229 0.204 -1.848 0.118
H -1.102 -2.240 0.878 0.114
H -0.492 1.606 1.307 0.117
H -0.910 0.506 0.091 0.020

=====

[5]
20
Properties=species:S:1:pos:R:3:lowdin_charge:R:1 method="wB97M-V/def2-TZVPD" spin_multiplicity=1 smiles="CC(C)=C[C@@H]1[NH2+][C@H]1O" e_homo_ev=-13.59 relative_energy_ev=2.037 energy_ha=-365.474495 charge=+1
C -1.263 -1.051 0.613 -0.057
C -1.139 0.068 -0.403 -0.307
C -2.520 0.647 -0.841 -0.039
C 0.105 0.469 -0.691 -0.037
C 1.334 -0.231 -0.142 -0.188
N 1.971 0.275 1.173 0.193
C 2.594 0.431 -0.328 -0.249
O 3.737 -0.172 -0.460 0.116
H -0.306 -1.524 0.728 0.037
H -2.085 -1.789 0.505 0.099
H -1.567 -0.505 1.601 0.134
H -3.276 -0.144 -1.119 0.097
H -2.336 1.338 -1.654 0.058
H -3.018 1.294 0.080 0.150
H 0.262 1.253 -1.440 0.126
H 1.341 -1.348 -0.251 0.176
H 1.509 1.003 1.615 0.119
H 2.274 -0.396 1.961 0.213
H 2.588 1.489 -0.529 0.178
H 3.792 -1.171 -0.404 0.182

=====

[6]
20
Properties=species:S:1:pos:R:3:lowdin_charge:R:1 method="wB97M-V/def2-TZVPD" spin_multiplicity=1 e_homo_ev="-12.35 / -12.35" relative_energy_ev=5.556 energy_ha=-365.345167 charge=+1
C -1.905 -0.952 -0.162 -0.131
C -2.031 -0.171 1.166 -0.043
C 2.133 -1.086 0.497 -0.037
C 2.097 -0.685 -0.931 -0.037
C -1.005 0.126 0.083 -0.259
C 1.444 0.080 0.129 -0.231
N -1.006 1.427 -0.700 0.175
O 1.366 1.435 0.326 0.047
H -1.363 -1.916 -0.270 0.124
H -2.769 -0.929 -0.819 0.109
H -2.771 0.586 1.247 0.090
H -1.860 -0.775 2.039 0.099
H 1.674 -1.902 0.879 0.094
H 3.095 -0.841 0.929 0.145
H 2.961 -0.276 -1.380 0.113
H 1.407 -1.043 -1.681 0.119
H -0.834 1.145 -1.702 0.192
H -0.234 2.003 -0.410 0.097
H -1.806 2.160 -0.476 0.224
H 1.405 1.613 1.237 0.110

=====

[7]
19
Properties=species:S:1:pos:R:3:lowdin_charge:R:1 method="wB97M-V/def2-TZVPD" spin_multiplicity=1 smiles="C=C(C)CCCO" e_homo_ev=-8.72 relative_energy_ev=2.243 energy_ha=-310.976829 charge=0
C -2.328 0.917 0.655 0.031
C -1.154 0.373 0.997 -0.365
C -0.968 -0.833 1.940 -0.048
C 0.088 0.562 0.172 -0.196
C 0.552 -0.535 -0.845 -0.186
C 1.932 -0.235 -1.363 -0.286
O 1.934 1.101 -1.868 -0.072
H -2.628 1.135 -0.379 0.070
H -3.087 0.912 1.435 0.051
H -1.876 -1.000 2.495 0.067
H -0.164 -0.588 2.650 0.081
H -0.719 -1.647 1.277 0.064
H 0.847 0.817 0.945 0.131
H 0.108 1.354 -0.570 0.096
H -0.197 -0.520 -1.701 0.141
H 0.508 -1.482 -0.303 0.093
H 2.752 -0.327 -0.655 0.110
H 2.199 -1.066 -2.092 0.131
H 2.202 1.062 -2.789 0.086

=====

[8]
19
Properties=species:S:1:pos:R:3:lowdin_charge:R:1 method="wB97M-V/def2-TZVPD" spin_multiplicity=1 smiles=CCO[C@H]1C[C@H]1C e_homo_ev=-9.31 relative_energy_ev=1.441 energy_ha=-311.006333 charge=0
C 2.802 0.622 0.241 -0.075
C 1.504 0.055 -0.297 -0.277
O 0.573 -0.037 0.767 -0.108
C -0.440 -0.958 0.514 -0.330
C -1.751 -0.714 1.179 -0.056
C -1.630 -0.569 -0.322 -0.274
C -1.720 0.801 -0.948 -0.074
H 3.210 -0.037 1.013 0.077
H 2.634 1.605 0.691 0.078
H 3.543 0.729 -0.559 0.076
H 1.679 -0.941 -0.733 0.122
H 1.099 0.688 -1.100 0.113
H -0.084 -1.988 0.440 0.148
H -1.830 0.208 1.749 0.115
H -2.295 -1.558 1.595 0.101
H -2.066 -1.376 -0.909 0.131
H -1.258 0.814 -1.942 0.073
H -2.763 1.118 -1.057 0.076
H -1.205 1.538 -0.323 0.082